Density functional theory data (wB97M-V/def2-TZVPD) for the molecule C3H8N2O in a non-equilibrium geometry.

Calculated values
**LUMO level**: 0.86 eV
**SMILES string**: NCCC(N)=O
**Energy relative to the best compared isomer or geometry (same formula, charge and spin)**: 1.086 eV

Positions of all 14 atoms, in Å:
O -2.002 -0.600 -0.744
N 1.477 1.861 1.114
N -0.020 -1.616 -0.927
C -0.862 -0.654 -0.363
C -0.180 0.103 0.741
C 1.203 0.734 0.222
H 1.113 1.040 -0.828
H 1.893 -0.101 0.394
H -0.795 0.917 1.154
H 0.679 2.487 1.141
H -0.391 -2.505 -1.214
H 0.112 -0.576 1.552
H 0.914 -1.444 -1.253
H 2.209 2.427 0.696

Want to see where the charge sits? The Mulliken charges in e are: O -0.565; N -0.630; N -0.357; C 0.394; C -0.349; C -0.571; H 0.334; H 0.277; H 0.384; H 0.237; H 0.198; H 0.213; H 0.193; H 0.242

***

Density functional theory data (wB97M-V/def2-TZVPD) for a cluster of 2 separate species, CH4NOS in total in a non-equilibrium geometry.

Calculated values
**LUMO level**: 4.09 eV
**Energy relative to the best compared isomer or geometry (same formula, charge and spin)**: 0.144 eV
**Charge**: -1

Positions of all 8 atoms, in Å:
S 1.570 -2.248 0.335
O -2.006 1.812 0.178
N -0.052 0.658 0.000
C -1.376 0.818 -0.160
H 0.385 -0.199 -0.345
H 0.475 1.145 0.707
H 2.899 -2.089 0.097
H -1.896 0.103 -0.811

Want to see where the charge sits? The Mulliken charges in e are: S -0.876; O -0.617; N -0.216; C 0.106; H 0.126; H 0.216; H -0.035; H 0.296

***

Density functional theory data (wB97M-V/def2-TZVPD) for the molecule C22H23N7O3 in a non-equilibrium geometry.

Calculated values
**LUMO level**: 0.08 eV
**SMILES string**: Cc1ccc(-c2nnn(CC(=O)N(CC(=O)NC(C)C)c3cnc4ccccc4c3)n2)o1

Positions of all 55 atoms, in Å:
O 1.948 -3.125 1.840
O -1.744 1.130 -2.769
O 2.963 0.831 0.246
N -2.280 0.270 2.811
N -0.164 -1.381 -0.653
N -2.166 -1.734 0.165
N -0.898 -2.055 0.210
N -2.301 -0.829 -0.731
N 3.537 -1.356 0.286
N 1.034 -1.075 2.016
C 3.993 -1.448 -1.089
C -1.253 1.718 1.165
C -0.750 0.436 -2.172
C 2.352 -0.473 2.187
C -0.337 -2.950 1.172
C -1.171 2.085 -3.520
C -1.381 2.837 0.319
C 5.395 -2.046 -1.124
C -2.557 3.532 0.277
C -0.082 -0.202 1.992
C -2.352 1.331 1.981
C 0.471 0.948 -2.538
C 2.990 -0.250 0.801
C 3.003 -2.288 -1.895
C -1.207 -0.460 2.810
C -3.546 2.075 1.923
C 0.980 -2.393 1.728
C -2.051 2.998 -4.293
C -3.643 3.148 1.082
C -1.068 -0.592 -1.233
C 0.192 2.016 -3.413
C -0.091 0.925 1.206
H -2.660 4.383 -0.380
H 0.761 1.193 0.597
H 2.235 0.485 2.693
H 5.385 -3.051 -0.707
H -2.558 2.454 -5.089
H 4.015 -0.423 -1.473
H -0.091 -3.909 0.705
H 1.429 0.614 -2.197
H 3.428 -2.232 0.783
H 3.277 -2.288 -2.947
H 3.006 -3.314 -1.534
H 6.083 -1.435 -0.544
H -0.540 3.118 -0.299
H -1.462 3.798 -4.731
H -4.369 1.762 2.545
H 5.754 -2.098 -2.148
H 2.968 -1.147 2.787
H 1.997 -1.887 -1.792
H -2.814 3.422 -3.642
H 0.905 2.653 -3.896
H -1.086 -3.116 1.948
H -1.195 -1.298 3.496
H -4.562 3.713 1.027

Want to see where the charge sits? The Mulliken charges in e are: O -0.739; O -0.477; O -0.689; N -0.658; N -0.301; N -0.880; N 0.923; N -0.305; N -0.025; N 0.475; C 0.312; C 0.207; C 0.313; C -1.199; C -0.857; C 0.553; C -0.537; C -1.601; C -0.635; C -0.644; C -0.035; C 0.371; C 0.630; C -1.156; C -0.293; C -0.430; C 0.744; C -1.325; C -0.509; C 0.005; C -1.189; C 0.251; H 0.450; H 0.583; H 0.450; H 0.355; H 0.300; H 0.363; H 0.406; H 0.738; H 0.414; H 0.423; H 0.379; H 0.390; H 0.459; H 0.361; H 0.480; H 0.419; H 0.464; H 0.143; H 0.306; H 0.495; H 0.418; H 0.513; H 0.392

***

Density functional theory data (wB97M-V/def2-TZVPD) for the molecule C27H33FN4O.

Calculated values
**LUMO level**: 0.56 eV
**SMILES string**: Cc1nn(C(C)C)c(C)c1CN1CCC(C(=O)Nc2cccc(-c3cccc(F)c3)c2)CC1
**Energy relative to the best compared isomer or geometry (same formula, charge and spin)**: 0.047 eV

Positions of all 66 atoms, in Å:
F 9.696 -2.761 0.828
O 2.608 0.403 -1.767
N -2.362 1.442 -0.636
N -4.950 -1.907 0.977
N -5.690 -1.066 0.251
N 2.529 1.496 0.226
C 1.996 1.050 -0.945
C 0.526 1.391 -1.171
C 4.772 0.525 0.098
C -1.569 2.649 -0.702
C 6.059 0.419 0.616
C 7.930 -1.214 0.719
C -5.046 0.102 0.029
C 8.844 -2.025 0.079
C 8.033 -1.357 -2.050
C -5.606 1.226 -0.764
C -3.813 -1.287 1.236
C 5.469 1.967 2.359
C 4.191 2.071 1.846
C 3.836 1.353 0.705
C -7.851 -1.864 1.006
C 8.918 -2.113 -1.299
C -0.294 0.098 -1.052
C 6.403 1.148 1.752
C -1.757 0.379 -1.416
C -2.745 1.038 0.711
C -7.000 -1.478 -0.201
C -0.103 2.456 -0.274
C 7.105 -0.540 -1.431
C -6.855 -2.648 -1.173
C -2.738 -1.940 2.032
C -3.819 0.001 0.662
C 7.042 -0.456 -0.041
H -2.516 -1.360 2.927
H -7.361 -2.669 1.547
H -2.042 3.412 -0.078
H -1.903 0.647 1.304
H -3.065 -2.933 2.325
H -7.968 -1.016 1.676
H 8.071 -1.407 -3.128
H 6.430 0.052 -2.029
H 3.464 2.713 2.325
H -1.592 2.999 -1.740
H 7.900 -1.194 1.797
H -6.464 1.675 -0.260
H 9.648 -2.759 -1.761
H 1.939 2.071 0.810
H -7.453 -0.624 -0.714
H -6.356 -3.472 -0.670
H -5.924 0.889 -1.750
H 5.739 2.533 3.239
H -0.228 -0.283 -0.030
H -7.832 -2.977 -1.517
H -2.358 -0.523 -1.283
H -4.833 1.978 -0.890
H -0.095 2.139 0.772
H 0.461 1.728 -2.213
H -1.825 -2.028 1.443
H -8.835 -2.195 0.684
H -6.259 -2.355 -2.035
H 0.424 3.408 -0.363
H 7.406 1.090 2.146
H -1.812 0.676 -2.469
H -3.123 1.932 1.220
H 4.488 -0.045 -0.770
H 0.114 -0.660 -1.721

Want to see where the charge sits? The Mulliken charges in e are: F -0.329; O -0.689; N 0.145; N -1.200; N 1.108; N 0.093; C -0.045; C 0.751; C -0.531; C -1.438; C 0.464; C -0.528; C 0.314; C 0.247; C -0.500; C -2.040; C 0.498; C -0.746; C -0.941; C 0.573; C -1.471; C -0.546; C -0.888; C -0.719; C -1.060; C -0.870; C 0.315; C -0.904; C -0.689; C -1.419; C -1.193; C 0.736; C 0.346; H 0.314; H 0.332; H 0.498; H 0.285; H 0.399; H 0.358; H 0.386; H 0.492; H 0.382; H 0.460; H 0.548; H 0.372; H 0.431; H 0.091; H 0.210; H 0.327; H 0.386; H 0.384; H 0.320; H 0.434; H 0.479; H 0.379; H 0.393; H 0.309; H 0.204; H 0.444; H 0.352; H 0.505; H 0.523; H 0.462; H 0.492; H 0.818; H 0.391

***

Looking at orbital gap for the records above, in order, we have 10.62; 7.14; 8.39; 9.01 eV.